DFT (ωB97M-V with the def2-TZVPD basis set) results for one molecule with the formula C5H12O2.

CARTESIAN COORDINATES (ANGSTROEM)
C 0.93595 1.26525 2.20001
C 1.08110 0.43203 0.93260
C -0.25883 0.18275 0.23833
O -0.97704 1.37291 0.00638
C -0.06400 -0.61887 -1.08145
C -1.09744 -1.72328 -1.23834
O -0.12037 0.32798 -2.14765
H 0.52138 2.24786 1.95922
H 0.25740 0.78060 2.91338
H 1.90240 1.40391 2.69543
H 1.76369 0.92409 0.22583
H 1.52256 -0.54752 1.17193
H -0.87985 -0.42303 0.91400
H -0.82405 1.58671 -0.92790
H 0.93809 -1.07349 -1.06974
H -2.11296 -1.31896 -1.17512
H -0.98350 -2.24758 -2.19585
H -0.97404 -2.46709 -0.44292
H -0.40962 -0.12177 -2.94978

highest occupied orbital energy: -9.8 eV
HOMO-LUMO gap: 10.64 eV
molecular weight: 104.15 g mol⁻¹
SMILES: CC[C@@H](O)[C@@H](C)O

DFT (ωB97M-V with the def2-TZVPD basis set) results for a 2-piece molecular cluster, C4H4F5N3 overall at a distorted geometry.

CARTESIAN COORDINATES (ANGSTROEM)
F 1.27635 -1.72830 0.11721
C 1.49230 -0.59342 -0.60118
F 2.18784 -1.06389 -1.71523
C 2.40556 0.35014 0.17157
F 1.66626 1.35338 0.59881
F 3.48705 0.79071 -0.48722
F 2.88010 -0.34763 1.21938
H 0.43487 -0.22606 -0.82147
C -1.84473 1.41823 0.26910
N -1.42586 0.55481 -0.58530
C -1.91886 -0.69355 -0.11093
N -2.45339 -0.42205 1.16653
N -2.49817 0.77096 1.38336
H -1.82516 2.55215 0.14871
H -1.14076 -1.48771 -0.11945
H -2.72339 -1.22777 -0.63388

highest occupied orbital energy: -10.4 eV
HOMO-LUMO gap: 9.88 eV
molecular weight: 189.09 g mol⁻¹
SMILES: FC(F)C(F)(F)F.C1=NCN=N1

DFT (ωB97M-V with the def2-TZVPD basis set) results for C13H24EuN4O5S2 as an isolated structure at a distorted geometry.

CARTESIAN COORDINATES (ANGSTROEM)
O -1.21935 3.28604 0.60849
H -1.19520 4.25844 0.69183
Eu -0.92654 0.83027 -0.03334
N -1.64805 -0.06487 -2.19911
N 0.50913 -0.98906 -1.27094
O -2.84726 0.44486 -2.58812
O 1.78655 -1.46767 -0.82263
C -1.05934 -0.96906 -2.99119
C 0.18271 -1.49025 -2.46898
C -1.67995 -1.43692 -4.25621
C 0.99049 -2.45009 -3.25035
H -2.51326 -0.78315 -4.54816
H -2.04805 -2.45939 -4.09355
H -0.90524 -1.44794 -5.02956
H 1.72510 -2.93967 -2.61192
H 1.50804 -1.90760 -4.05438
H 0.32142 -3.19832 -3.70022
H -2.86697 1.39511 -1.98924
H 1.86015 -1.12715 0.09396
O -1.96352 -1.60565 0.41316
H -2.79105 -2.07410 0.20364
H -1.23663 -2.24628 0.34304
C 0.75393 1.96207 -1.31493
H 0.54881 3.04339 -1.27085
H 0.73553 1.62358 -2.36402
H 1.76712 1.77923 -0.92134
O -2.65458 2.46313 -1.25619
H -1.91226 3.16649 -0.10901
H -2.45505 3.07506 -1.97668
C 2.00298 3.62992 1.50240
C 1.16627 2.72815 2.32830
N 0.87630 1.48446 2.06552
C 0.34751 0.83769 3.20001
C 0.07392 1.69725 4.26162
S 0.56462 3.29820 3.89858
C 0.36660 -0.60000 3.24983
C 0.40002 -1.35475 4.42751
S 0.72882 -3.01654 4.09478
C 0.81761 -2.61793 2.37516
N 0.59930 -1.36085 2.10013
C 1.11667 -3.64978 1.34584
H 2.42737 4.38919 2.17586
H 2.82334 3.03680 1.05526
H 1.39493 4.12125 0.73000
H -0.32299 1.38053 5.21690
H 0.26403 -0.95257 5.42993
H 1.43081 -4.56425 1.87207
H 0.21193 -3.86448 0.73357
H 1.94328 -3.29285 0.70354

highest occupied orbital energy (spin up / spin down): -3.3 / -5.8 eV
expectation value of S²: 15.791
2S+1: 8
HOMO-LUMO gap (spin up / spin down): 2.79 / 3.75 eV
molecular weight: 532.46 g mol⁻¹

Per-record energy above the lowest of the compared OMol25 structures with the same formula, charge and spin, kJ/mol: 64.2 93.4 49.3